Formula: C13H25CaO10P
Source: OMol25
Level of theory: the ωB97M-V functional and the def2-TZVPD basis

Results
electronic energy: -2281.91869 hartree
relative energy (zero: lowest compared OMol25 entry of this formula, charge and spin): 84.00 kJ/mol
HOMO-LUMO gap: 3.02 eV
total charge: -2
highest occupied orbital energy: 1.3 eV
max |F|: 6.6 eV Å⁻¹
LUMO: 4.279 eV

Last column: Löwdin charge in e.
Geometry (Å):
Ca -1.070 0.344 -0.637  1.39
P -0.708 -0.364 -3.217  -0.19
O -1.350 -1.536 -3.996  -0.50
O -1.858 0.477 -2.642  -0.53
O 0.069 0.485 -4.261  -0.51
O 0.207 -0.810 -2.060  -0.52
O -3.788 2.897 1.276  0.08
C -2.923 2.052 0.665  -0.81
O -1.982 2.468 -0.063  -0.12
O -3.051 0.804 0.700  -0.09
H -3.459 3.772 1.025  0.10
C 2.395 3.232 -1.992  -0.16
C 2.881 3.332 -0.551  -0.19
C 1.611 3.019 0.224  -0.20
O 1.027 1.946 -0.524  -0.23
C 1.408 2.065 -1.928  -0.16
H 3.254 3.120 -2.653  0.10
H 1.827 4.115 -2.301  0.11
H 3.233 4.318 -0.219  0.10
H 3.659 2.602 -0.320  0.11
H 0.883 3.836 0.143  0.12
H 1.788 2.703 1.251  0.10
H 0.541 2.213 -2.567  0.11
H 1.915 1.130 -2.163  0.11
C 1.939 -1.319 2.066  -0.16
C 1.801 -0.045 2.884  -0.17
C 0.445 0.487 2.414  -0.17
O 0.336 -0.021 1.079  -0.31
C 1.390 -0.917 0.710  -0.18
H 1.261 -2.104 2.424  0.11
H 2.924 -1.786 2.117  0.11
H 2.583 0.697 2.704  0.11
H 1.821 -0.321 3.943  0.10
H 0.270 1.557 2.379  0.12
H -0.286 0.004 3.073  0.12
H 2.116 -0.452 0.042  0.13
H 0.957 -1.756 0.166  0.11
C -1.497 -3.796 0.917  -0.19
C -2.173 -4.116 -0.420  -0.16
C -1.761 -2.863 -1.223  -0.18
O -1.837 -1.796 -0.259  -0.28
C -1.922 -2.352 1.080  -0.18
H -0.424 -3.993 0.878  0.10
H -1.888 -4.483 1.677  0.10
H -3.261 -4.141 -0.346  0.11
H -1.778 -5.020 -0.884  0.10
H -2.387 -2.641 -2.084  0.11
H -0.738 -2.967 -1.582  0.11
H -3.002 -2.340 1.248  0.12
H -1.395 -1.739 1.804  0.10


Formula: C13H25ClIIrN2P2
Source: OMol25
Level of theory: the ωB97M-V functional and the def2-TZVPD basis

Results
spin multiplicity: 6
electronic energy: -2163.40946 hartree
expectation value of S²: 8.77
relative energy (zero: lowest compared OMol25 entry of this formula, charge and spin): 345.11 kJ/mol
HOMO-LUMO gap (spin up / spin down): 6.59 / 4.08 eV
total charge: +3
highest occupied orbital energy (spin up / spin down): -17.7 / -18.3 eV
max |F|: 6.0 eV Å⁻¹
LUMO (spin up / spin down): -11.149 / -14.187 eV

Last column: Löwdin spin population.
Geometry (Å):
C -0.376 0.001 -4.443  0.18
I 1.347 -0.199 -5.646  0.98
H -0.629 -0.973 -4.996  0.07
H -0.789 0.887 -4.805  0.01
H -1.150 -0.264 -3.534  0.08
Ir 0.375 0.032 0.594  2.04
P 0.460 2.067 -0.521  0.19
C 0.322 3.529 0.659  0.07
C 1.919 2.825 -1.485  0.04
H 1.861 3.922 -1.360  0.01
H -0.477 3.809 -2.067  0.00
H 1.840 2.598 -2.563  0.00
H -0.452 2.196 -2.824  0.00
H 0.915 3.298 1.557  0.00
H 2.868 2.455 -1.076  0.00
C -0.646 2.738 -1.878  0.02
H 0.701 4.447 0.199  0.01
H -1.704 2.607 -1.649  0.00
H -0.731 3.671 0.929  0.00
P 0.370 -1.923 -0.545  0.19
C 0.106 -3.272 0.692  0.06
C -0.682 -2.553 -2.007  0.02
H 1.855 -2.582 -2.462  0.00
H 1.658 -3.897 -1.249  0.00
H 2.754 -2.509 -0.888  0.00
C 1.827 -2.811 -1.387  0.03
H -0.304 -2.164 -2.965  0.00
H -0.659 -3.654 -2.086  0.00
H -0.126 -4.226 0.200  0.01
H -0.714 -2.999 1.353  0.00
H -1.730 -2.243 -1.919  0.00
H 1.021 -3.386 1.277  0.00
Cl 0.917 0.240 -2.702  0.66
N 0.758 -1.292 6.949  0.00
C 0.222 -0.834 6.017  0.00
C -0.387 -0.325 4.858  0.00
C -1.739 -0.044 4.904  0.03
C -2.428 0.223 3.726  0.00
C -1.702 0.230 2.506  0.06
N -0.344 0.034 2.464  0.15
C 0.295 -0.168 3.658  0.05
H -2.334 -0.063 5.802  0.00
H -3.514 0.438 3.625  0.00
H -2.138 0.365 1.500  0.01
H 1.364 -0.235 3.584  0.01


Formula: C13H25ClIrN2O2Si
Source: OMol25
Level of theory: the ωB97M-V functional and the def2-TZVPD basis

Results
electronic energy: -1624.15037 hartree
relative energy (zero: lowest compared OMol25 entry of this formula, charge and spin): 91.06 kJ/mol
HOMO-LUMO gap (spin up / spin down): 7.60 / 7.60 eV
total charge: +1
highest occupied orbital energy (spin up / spin down): -11.1 / -11.1 eV
max |F|: 1.5 eV Å⁻¹
LUMO (spin up / spin down): -3.477 / -3.477 eV

Last column: Löwdin charge in e.
Geometry (Å):
Ir 0.489 -1.197 0.285  1.00
N -2.691 -0.558 2.008  0.19
C -2.308 -1.852 2.036  -0.64
N -3.205 -2.758 2.479  0.19
O -1.177 -2.215 1.662  -0.09
H -3.624 -0.260 2.224  0.12
H -2.020 0.121 1.696  0.09
H -4.047 -2.488 2.957  0.11
H -2.885 -3.704 2.584  0.12
Cl 2.319 -5.249 -3.362  0.74
C 1.346 -3.997 -2.698  -0.67
C 1.451 -2.703 -3.238  -0.10
C 0.698 -1.691 -2.712  -0.05
C -0.249 -1.952 -1.682  -0.42
C -0.998 -0.891 -1.044  -0.17
C -0.287 -3.244 -1.120  -0.06
C 0.512 -4.268 -1.640  -0.10
H 2.138 -2.521 -4.052  0.12
H 0.764 -0.690 -3.119  0.13
H -1.937 -1.189 -0.584  0.07
H -1.026 0.066 -1.556  0.08
H -1.011 -3.475 -0.350  0.11
H 0.460 -5.266 -1.228  0.12
C 1.372 2.059 3.161  -0.06
C 1.035 1.461 1.820  -0.26
O 0.571 0.076 1.981  -0.25
H 1.637 3.108 3.036  0.10
H 2.230 1.554 3.612  0.09
H 0.522 2.005 3.842  0.09
H 1.877 1.456 1.139  0.08
H 0.203 1.972 1.341  0.12
H 1.011 -0.315 2.746  0.11
C 3.768 -0.632 -1.642  -0.20
Si 2.939 -1.253 -0.091  0.45
C 3.795 -0.362 1.334  -0.22
C 3.271 -3.077 0.192  -0.20
H 4.849 -0.771 -1.546  0.04
H 3.581 0.434 -1.785  0.04
H 3.448 -1.163 -2.535  0.00
H 4.863 -0.582 1.229  0.05
H 3.500 -0.733 2.320  0.03
H 3.704 0.722 1.324  0.02
H 4.335 -3.258 0.010  0.05
H 2.702 -3.723 -0.469  -0.01
H 3.052 -3.368 1.222  0.03